(1)
Here is a cluster of 2 separate species, C3H5F2N in total at a distorted geometry from the OMol25 dataset. Energies are from ωB97M-V with the def2-TZVPD basis set.

Last column: Mulliken charge in e.
Geometry (Å):
C -0.914515 -0.646820 0.549744  -0.60
C -1.802458 0.342127 0.415605  -0.04
C 2.032315 -0.517909 -0.158448  -0.21
N 2.165887 0.377957 0.771600  -0.21
F -1.644750 1.177428 -0.638436  -0.26
F 3.243938 -1.183111 -0.319239  -0.20
H 0.068495 -0.585517 -0.073222  0.30
H -0.914522 -1.333022 1.366924  0.25
H -2.624233 0.591367 0.978528  0.43
H 3.041220 0.514532 1.391725  0.26
H 1.385634 1.086097 0.765563  0.28

Forces on the atoms, in the same order (eV/Å):
1.192 1.754 -0.961
2.739 -1.699 -1.382
1.750 -0.750 -1.021
0.678 1.587 1.220
-0.137 0.401 0.032
-1.143 0.589 0.675
-2.323 -0.602 0.714
-0.324 -0.303 0.404
-1.880 0.358 1.218
-1.815 -0.145 -1.504
1.264 -1.189 0.605

Computed properties:
Energy relative to the best compared isomer or geometry (same formula, charge and spin) = 53.94 kcal per mole
Highest occupied orbital energy = -0.3518 Eh
E_LUMO = 0.0292 hartree
Orbital gap = 0.381 hartree

***

(2)
Here is the molecule C3H5F2N at a distorted geometry from the OMol25 dataset. Energies are from ωB97M-V with the def2-TZVPD basis set.

Last column: Mulliken charge in e.
Geometry (Å):
C -0.137196 0.018321 -0.288617  0.06
C 1.101789 -0.525324 0.319794  -0.11
C 0.415706 0.886055 0.487396  -0.16
H -2.129257 -0.009753 -0.102995  0.23
H -1.574218 -1.425943 -0.989446  0.28
H -0.070011 0.525838 -1.293841  0.30
H 0.797670 -1.233837 1.191163  0.31
H -0.005570 1.255331 1.461418  0.33
N -1.416120 -0.637335 -0.108813  -0.67
F 2.267867 -0.776220 -0.331097  -0.26
F 0.749345 1.922870 -0.344961  -0.30

Forces on the atoms, in the same order (eV/Å):
-5.262 -7.041 -7.781
-1.484 0.234 1.626
3.360 5.451 6.395
-2.610 2.122 -0.275
0.448 3.237 3.420
0.279 -1.467 0.503
1.143 1.298 -1.563
0.770 -0.471 -0.893
2.301 -5.511 -2.477
-0.564 0.264 0.183
1.617 1.884 0.862

Computed properties:
Energy relative to the best compared isomer or geometry (same formula, charge and spin) = 71.22 kcal per mole
Highest occupied orbital energy = -0.3515 Eh
E_LUMO = 0.0355 hartree
Orbital gap = 0.387 hartree
SMILES = N[C@@H]1[C@@H](F)[C@H]1F

***

(3)
Here is the molecule C3H5F2N at a distorted geometry from the OMol25 dataset. Energies are from ωB97M-V with the def2-TZVPD basis set.

Last column: Mulliken charge in e.
Geometry (Å):
C 0.102528 -0.095399 1.111470  0.46
C -0.022866 0.086591 -1.404227  -0.99
C -0.611968 -0.560822 -0.114844  -0.33
N 0.667155 1.278734 1.271597  -0.26
F 0.406002 -0.881227 2.070572  -0.18
F 1.480029 1.189564 2.418189  -0.20
H 0.965361 -0.370768 -1.708933  0.27
H 0.173960 1.112503 -1.116915  0.38
H -0.772974 -0.069196 -2.311160  0.27
H -0.812014 -1.615541 -0.198584  0.35
H -1.575213 -0.074439 -0.017164  0.24

Forces on the atoms, in the same order (eV/Å):
3.571 7.143 0.131
-0.193 -1.464 -1.214
-0.252 1.508 -0.457
-2.573 -6.564 -1.129
-0.127 -1.651 0.725
-0.495 0.201 -0.226
-1.095 0.394 0.424
-0.180 0.317 -0.679
1.571 0.656 2.007
0.381 -0.428 0.402
-0.608 -0.113 0.017

Computed properties:
Energy relative to the best compared isomer or geometry (same formula, charge and spin) = 67.01 kcal per mole
Highest occupied orbital energy = -0.3583 Eh
E_LUMO = 0.0234 hartree
Orbital gap = 0.382 hartree
SMILES = CC/C(F)=N/F

***

(4)
Here is a cluster of 2 separate species, C3H5F2N in total at a distorted geometry from the OMol25 dataset. Energies are from ωB97M-V with the def2-TZVPD basis set.

Last column: Mulliken charge in e.
Geometry (Å):
C 1.741757 0.678510 0.310049  0.36
C 1.527058 1.101736 1.695321  -0.74
C -1.835766 -1.141371 -1.483487  0.23
N 1.723122 0.105725 -0.676279  -0.39
F -1.800650 -1.778653 -2.667770  -0.22
F -3.163905 -0.937845 -1.129742  -0.25
H 2.078277 0.483932 2.293547  0.27
H 0.465663 1.002533 1.947836  0.25
H 1.840209 2.155378 1.959248  0.27
H -1.279081 -0.140728 -1.656628  0.08
H -1.296683 -1.529217 -0.592093  0.14

Forces on the atoms, in the same order (eV/Å):
-0.635 0.174 1.157
-0.965 2.797 -0.921
0.876 3.182 0.532
0.255 -0.145 -1.033
0.053 -0.755 0.620
1.063 -0.171 -0.331
1.383 -1.727 1.697
0.220 -0.016 -0.149
-0.314 -1.089 -0.736
-1.394 -1.141 0.127
-0.541 -1.108 -0.961

Computed properties:
Energy relative to the best compared isomer or geometry (same formula, charge and spin) = 6.24 kcal per mole
Highest occupied orbital energy = -0.4331 Eh
E_LUMO = 0.0188 hartree
Orbital gap = 0.452 hartree
SMILES = CC#N.FCF

***

(5)
Here is a cluster of 2 separate species, C3H5F2NO in total at a distorted geometry from the OMol25 dataset. Energies are from ωB97M-V with the def2-TZVPD basis set.

Last column: Mulliken charge in e.
Geometry (Å):
C 0.111840 0.240985 0.407895  -0.12
C 3.262433 0.204486 0.250071  0.18
C -0.808754 1.112048 1.097204  -0.74
N 0.634081 -1.890280 -0.510139  -0.52
O -0.322158 -0.981300 0.152346  -0.10
F 3.085267 -1.102216 0.329527  -0.13
F 4.098481 0.442820 -0.764899  -0.11
H -1.593733 0.682454 1.642215  0.35
H -0.958184 1.918993 0.316666  0.23
H -0.266086 1.621415 1.950935  0.26
H 0.752016 -2.588580 0.209432  0.27
H 1.598230 -1.516283 -0.577582  0.41

Forces on the atoms, in the same order (eV/Å):
1.826 -2.156 -1.415
0.728 0.950 0.115
1.219 1.765 0.538
-0.183 -0.093 -0.263
0.798 1.453 0.692
1.159 0.539 -0.476
-1.043 -1.098 0.832
-2.093 -0.662 -0.078
-0.547 -0.709 1.053
0.072 -0.268 -1.275
-0.324 -0.434 0.214
-1.612 0.713 0.063

Computed properties:
Energy relative to the best compared isomer or geometry (same formula, charge and spin) = 173.10 kcal per mole
Highest occupied orbital energy = -0.3047 Eh
E_LUMO = 0.0037 hartree
Orbital gap = 0.308 hartree

***

(6)
Here is a cluster of 2 separate species, C3H5F3S in total at a distorted geometry from the OMol25 dataset. Energies are from ωB97M-V with the def2-TZVPD basis set.

Last column: Mulliken charge in e.
Geometry (Å):
C 0.173968 -0.906283 -0.143319  -1.41
C -1.921287 0.490819 0.420510  0.43
C -0.815390 0.158325 -0.300505  0.51
F -2.831244 1.420585 0.169576  -0.22
F -2.238209 -0.115633 1.633208  -0.26
F 0.920798 0.896054 2.374751  -0.39
S -0.444933 1.139546 -1.826151  -0.26
H -0.236283 -1.774504 0.438347  0.28
H 0.420261 -1.339067 -1.119905  0.44
H 1.154352 -0.442992 0.210703  0.35
H 0.165204 0.372279 2.406410  0.40
H -1.700210 1.641812 -1.963146  0.14

Forces on the atoms, in the same order (eV/Å):
1.164 -1.023 0.775
1.492 -1.439 0.684
-2.538 2.337 -0.900
0.636 -0.353 -0.053
0.511 0.642 -1.720
0.290 0.177 0.029
-1.073 -0.339 1.029
0.769 0.985 0.027
-0.217 0.195 0.042
-1.235 -0.964 0.081
-0.331 -0.153 0.040
0.531 -0.064 -0.034

Computed properties:
Energy relative to the best compared isomer or geometry (same formula, charge and spin) = 20.25 kcal per mole
Highest occupied orbital energy = -0.3308 Eh
E_LUMO = 0.0232 hartree
Orbital gap = 0.354 hartree
SMILES = CC(S)=C(F)F.F